85
Properties=species:S:1:pos:R:3:forces:R:3 method="wB97M-V/def2-TZVPD" spin_multiplicity=5 mol_weight_g_mol=619.7 total_energy_ha=-3214.64287 gap_ev="5.55 / 5.96" total_charge=-1 max_force_ev_per_a=2.42
O 1.814800 -1.810899 0.112311 -0.020 -0.575 -0.409
C 1.699412 -3.036998 -0.655685 -0.030 0.283 0.455
C 2.506223 -3.816867 0.386456 0.160 0.073 0.007
H 2.190747 -2.966071 -1.635770 -0.328 0.093 0.092
H 0.644795 -3.331914 -0.727682 0.217 0.081 -0.331
C 2.597723 -2.469252 1.144663 -0.192 0.110 -0.287
H 3.435762 -4.228651 -0.012506 -0.481 0.381 0.454
H 1.919199 -4.596288 0.883691 0.223 0.099 0.096
C 3.946836 -1.770121 1.174743 -0.003 -0.119 0.325
H 4.386154 -1.754309 0.173809 -0.055 0.025 0.100
H 4.645298 -2.251249 1.865299 0.001 -0.067 -0.003
H 3.789018 -0.740846 1.520354 0.095 -0.117 -0.183
C 1.872296 -2.414079 2.478564 0.175 0.175 0.077
H 0.958527 -3.015595 2.454404 0.106 0.169 0.016
H 1.614005 -1.370733 2.708622 -0.020 -0.361 -0.057
H 2.523833 -2.788609 3.274938 -0.054 -0.057 -0.007
Fe -0.430439 0.555381 -0.367379 0.211 -0.269 1.079
C -2.224053 0.380799 1.036090 -0.455 -1.371 -0.139
C -2.767876 -0.241506 -0.143254 0.448 -0.284 0.981
C -2.089330 -1.475672 -0.346903 -0.367 0.140 0.680
H -3.627947 0.112975 -0.702628 0.452 0.070 -0.152
C -1.196337 -1.684962 0.744828 -0.590 0.733 0.005
C -1.263217 -0.540912 1.597042 -0.941 -0.304 -0.447
H -0.801712 -0.452767 2.580239 0.113 0.134 -0.483
H -2.556287 1.321005 1.470448 0.143 -0.257 -0.112
H -2.269215 -2.172834 -1.163237 0.072 0.198 0.181
H -0.664865 -2.606167 0.959928 0.119 0.337 -0.202
C 0.187822 2.764396 0.134753 0.747 -0.212 0.278
C 0.328465 2.026325 1.351784 1.170 0.604 -0.288
C 1.415698 1.111627 1.194695 -0.227 0.831 -0.408
H -0.227440 2.208700 2.271865 0.090 -0.177 -0.370
C 1.909086 1.235509 -0.139637 -0.136 0.619 0.141
C 1.162733 2.266551 -0.791644 0.317 0.245 1.154
H 1.368151 2.673052 -1.777670 -0.215 -0.302 0.216
H -0.476057 3.611209 -0.020520 0.044 -0.389 -0.018
H 1.875644 0.536196 1.993038 -0.363 -0.131 -0.313
H 2.766746 0.708300 -0.558441 -0.428 0.069 0.121
O 4.399311 -5.563673 -0.921121 1.291 -1.979 -0.515
C 5.136727 -6.133870 0.192969 -0.479 0.469 0.434
C 5.987225 -7.322611 -0.277487 -0.068 0.482 -0.509
H 4.408345 -6.450214 0.955490 0.081 0.099 -0.234
H 5.741285 -5.333130 0.647219 -0.098 -0.241 -0.184
C 5.462961 -7.622881 -1.702272 -0.435 0.136 0.567
H 5.867908 -8.176964 0.392807 0.178 0.125 -0.103
H 7.039252 -7.023836 -0.325477 -0.120 -0.184 0.113
C 4.730755 -6.333905 -2.106095 0.134 0.555 -0.217
H 4.756305 -8.459156 -1.659588 0.183 0.084 -0.139
H 6.277342 -7.857603 -2.392253 -0.221 -0.061 0.050
H 3.810295 -6.526183 -2.672522 0.151 0.054 0.239
H 5.384803 -5.718400 -2.742547 -0.141 -0.051 0.127
O -0.859199 0.864011 -2.147153 -0.845 0.553 -2.194
Si -1.860219 1.853766 -2.934174 0.740 -0.941 1.132
C -1.151706 2.513328 -4.530939 0.106 -0.221 -0.241
C 0.163739 2.996904 -4.568124 -0.059 0.346 -0.548
C 0.614430 3.724675 -5.677818 -0.188 -0.189 0.103
C -0.229618 3.915727 -6.779760 -0.059 -0.138 0.208
C -1.506725 3.343081 -6.787096 0.145 -0.060 0.189
C -1.960169 2.629178 -5.668933 0.375 0.506 -0.302
C -3.496429 1.055070 -3.330129 -0.015 -0.017 -0.207
C -4.650263 1.829147 -3.490918 -0.436 -0.512 -0.096
C -5.880973 1.210816 -3.739387 0.228 -0.002 -0.046
C -5.951419 -0.180720 -3.844120 0.221 -0.016 0.061
C -4.792009 -0.953653 -3.705671 0.137 0.218 -0.024
C -3.563098 -0.334315 -3.453147 -0.617 -0.098 -0.190
C -2.371326 3.345969 -1.906655 0.102 0.144 -0.453
C -1.860271 4.609921 -2.212501 -0.367 0.299 0.457
C -2.249213 5.727619 -1.466065 -0.041 -0.137 -0.043
C -3.150768 5.585948 -0.409559 0.135 -0.168 -0.077
C -3.669500 4.324314 -0.104590 0.116 -0.181 -0.289
C -3.294358 3.212497 -0.865445 -0.130 0.516 0.240
H 0.831359 2.810658 -3.723722 -0.261 0.159 -0.232
H 1.617576 4.155610 -5.668471 -0.241 -0.151 -0.087
H 0.116851 4.500241 -7.634509 -0.109 -0.167 0.217
H -2.159708 3.468700 -7.652872 0.208 -0.057 0.177
H -2.953084 2.175122 -5.681883 0.230 0.225 0.048
H -4.597358 2.917737 -3.414524 -0.011 -0.303 0.033
H -6.775300 1.823058 -3.854554 0.123 -0.188 0.020
H -6.907772 -0.668554 -4.033317 0.191 0.118 0.046
H -4.832742 -2.038778 -3.793186 -0.102 0.200 0.018
H -2.652336 -0.927833 -3.344198 -0.266 0.181 0.069
H -1.172531 4.730759 -3.049195 -0.113 0.012 0.218
H -1.855186 6.707668 -1.728725 -0.074 -0.110 0.119
H -3.455257 6.454103 0.172493 0.069 -0.134 -0.101
H -4.382197 4.197000 0.708306 0.116 0.098 -0.109
H -3.753980 2.244775 -0.658061 0.241 0.251 0.005